{
  "formula": "CH5S3",
  "method": "the ωB97M-V functional and the def2-TZVPD basis",
  "elements": ["S", "S", "S", "C", "H", "H", "H", "H", "H"],
  "coordinates": [[0.9735, 2.9811, -0.2477], [-1.6421, 0.9224, 0.7157], [-1.1115, -0.3310, -0.8589], [-0.1434, -1.7077, 0.0140], [0.7089, -1.2511, 0.5156], [-0.9179, -2.0686, 0.7925], [-0.0460, 1.8422, -0.0680], [2.0598, 2.0472, -0.1801], [0.1189, -2.4345, -0.6832]],
  "forces_ev_per_angstrom": [[0.724, -2.584, 0.079], [0.264, -0.413, -0.438], [0.470, -0.841, 0.377], [-2.758, 2.149, 2.084], [0.005, -0.160, -0.016], [1.551, 0.208, -1.136], [0.686, 1.605, 0.342], [-1.393, 1.363, -0.126], [0.450, -1.326, -1.167]],
  "nbo_charge": [-0.522, -0.639, -0.055, -0.726, 0.204, 0.209, 0.216, 0.123, 0.190],
  "energy_ev": -33624.7451,
  "e_lumo_ev": 3.6,
  "e_above_lowest_ev": 0.559,
  "multiplicity": 1,
  "charge": -1,
  "gap_ev": 6.4
}

=====

{
  "formula": "C9H7FN2O4",
  "method": "the ωB97M-V functional and the def2-TZVPD basis",
  "elements": ["F", "O", "O", "O", "O", "N", "N", "C", "C", "C", "C", "C", "C", "C", "C", "C", "H", "H", "H", "H", "H", "H", "H"],
  "coordinates": [[1.8571, 3.1479, 2.7227], [-0.4521, 1.4701, -1.4673], [2.1854, -1.4529, 0.1152], [-1.0039, -1.1127, 1.0144], [4.1404, 1.4836, 2.6016], [0.8991, 0.2050, 0.8085], [3.2964, 0.0897, 1.1497], [2.1167, -0.3932, 0.6503], [0.7867, 1.4748, 1.4165], [1.9035, 1.9209, 2.0312], [-2.3307, -0.8807, 1.1926], [-2.9501, 0.2652, 0.5570], [-0.2504, -0.3260, 0.1054], [-0.9660, 0.7467, -0.6255], [-2.4208, 0.9962, -0.4667], [3.1831, 1.1790, 1.9803], [-0.1675, 2.0055, 1.5210], [-2.5110, -0.8441, 2.3870], [-2.8400, -1.8323, 0.8773], [-2.8067, 1.8408, -0.9865], [0.0844, -1.0368, -0.6346], [-3.9818, 0.4925, 0.8939], [4.1379, -0.5095, 1.1563]],
  "forces_ev_per_angstrom": [[0.429, -2.366, -1.182], [1.346, -0.791, 0.780], [-0.398, -2.524, -1.698], [1.757, 0.458, -0.508], [1.939, 1.417, 1.903], [-0.865, 2.461, 0.075], [-2.203, 1.479, 0.325], [1.017, -1.902, -0.396], [1.569, -0.262, 1.144], [-1.510, 1.483, 0.011], [-1.609, -1.559, 3.336], [-1.786, 2.078, -1.694], [0.643, -1.144, 0.837], [-2.218, 2.369, -2.661], [1.238, -2.556, 3.239], [0.529, 0.299, -0.087], [0.389, -0.469, -0.361], [0.156, 0.107, -2.501], [-0.177, 0.868, 0.202], [-0.491, 0.278, -0.208], [0.583, 0.009, -0.359], [0.624, -0.348, -0.199], [-0.961, 0.615, 0.002]],
  "nbo_charge": [-0.313, -0.519, -0.618, -0.500, -0.548, -0.429, -0.606, 0.787, -0.015, 0.245, -0.114, -0.135, 0.150, 0.482, -0.300, 0.588, 0.247, 0.197, 0.212, 0.247, 0.260, 0.224, 0.456],
  "energy_ev": -23332.1415,
  "e_lumo_ev": -0.3,
  "e_above_lowest_ev": 0.781,
  "multiplicity": 1,
  "charge": 0,
  "gap_ev": 9.2
}

=====

{
  "formula": "C18H17BrNO6Tl",
  "method": "the ωB97M-V functional and the def2-TZVPD basis",
  "elements": ["Tl", "Br", "O", "O", "O", "O", "O", "O", "N", "C", "C", "C", "C", "C", "C", "C", "C", "C", "C", "C", "C", "C", "C", "C", "C", "C", "C", "H", "H", "H", "H", "H", "H", "H", "H", "H", "H", "H", "H", "H", "H", "H", "H", "H"],
  "coordinates": [[-4.4703, -0.9553, -0.6043], [-1.5787, -0.8175, -3.1356], [-0.8823, 4.3784, -0.1940], [1.2699, 4.9750, 0.1353], [-3.8483, -5.4084, -1.5455], [-3.5697, -1.1936, 1.6044], [-2.0046, -0.9664, 3.1895], [-4.3271, -3.2501, -1.2068], [-1.7396, -0.8130, -0.4084], [-0.0719, 2.3599, -2.2738], [0.6585, 1.9139, -1.0354], [3.4933, -0.4327, -0.1544], [-2.4038, -4.1421, -0.1251], [1.0717, -1.1054, 0.2216], [0.5799, -0.7579, -1.2062], [-0.9043, -0.7615, -1.3376], [2.0886, 0.0819, 0.1398], [1.5041, 3.1298, 2.4539], [0.7920, 2.6938, 0.0422], [-0.0055, -1.0247, 1.2487], [1.5078, 2.2275, 1.2547], [-3.6277, -4.3084, -1.0316], [1.3757, 0.5958, -1.1443], [0.3263, 4.1581, -0.0035], [-1.2936, -0.9030, 0.9447], [2.0979, 1.0332, 1.2908], [-2.3795, -1.0298, 2.0179], [-1.6685, -3.5219, -0.6430], [0.4746, 3.3664, 2.7348], [-1.9616, -5.1093, 0.1086], [1.9818, 4.0777, 2.2064], [0.9982, -1.4068, -1.9756], [0.2455, -1.1415, 2.2950], [1.5719, -2.0768, 0.3120], [3.9092, -0.9361, 0.7235], [2.5986, 0.7000, 2.1980], [2.0508, 0.6674, -2.0070], [-2.6835, -3.6158, 0.7881], [4.1527, 0.3967, -0.4189], [3.4856, -1.1471, -0.9839], [0.3359, 1.8635, -3.1596], [1.9976, 2.6495, 3.3003], [-0.0124, 3.4403, -2.4035], [-1.1349, 2.1162, -2.2121]],
  "forces_ev_per_angstrom": [[0.050, -0.025, 0.018], [-0.012, 0.017, -0.089], [-0.046, 0.002, -0.001], [-0.034, 0.004, -0.028], [-0.057, -0.070, -0.005], [0.043, -0.075, -0.067], [0.017, -0.138, 0.007], [-0.072, -0.066, -0.050], [-0.122, -0.021, -0.055], [0.024, 0.055, -0.004], [-0.007, -0.047, -0.049], [0.002, 0.015, -0.004], [-0.102, -0.024, -0.019], [0.049, 0.001, 0.003], [0.018, 0.046, -0.050], [0.038, 0.004, 0.192], [0.037, -0.024, -0.021], [-0.024, 0.012, -0.002], [-0.029, 0.013, -0.057], [0.013, 0.004, 0.013], [0.025, 0.017, -0.005], [0.166, 0.141, 0.038], [-0.066, -0.028, 0.025], [0.102, 0.042, 0.074], [0.012, -0.103, -0.048], [-0.008, -0.005, 0.018], [-0.007, 0.359, 0.102], [0.016, -0.024, 0.005], [0.002, -0.013, -0.001], [0.006, 0.001, -0.008], [0.013, -0.023, 0.024], [-0.018, -0.019, 0.016], [-0.018, 0.016, 0.008], [-0.022, -0.015, -0.014], [0.005, 0.000, -0.003], [-0.026, -0.001, 0.013], [0.018, 0.015, 0.017], [0.020, 0.003, 0.008], [-0.006, 0.005, 0.001], [-0.004, -0.002, -0.001], [-0.017, -0.010, -0.019], [0.014, 0.007, 0.009], [0.001, -0.020, 0.024], [0.005, -0.028, -0.013]],
  "nbo_charge": [0.779, 0.010, -0.751, -0.785, -0.732, -0.824, -0.708, -0.870, -0.495, -0.642, -0.021, -0.592, -0.736, -0.244, -0.317, 0.325, -0.050, -0.645, -0.051, -0.139, 0.034, 0.793, -0.205, 0.729, 0.009, -0.234, 0.758, 0.205, 0.224, 0.199, 0.251, 0.227, 0.241, 0.204, 0.198, 0.186, 0.197, 0.230, 0.211, 0.193, 0.183, 0.186, 0.239, 0.229],
  "energy_ev": -107455.4364,
  "e_lumo_ev": 4.3,
  "e_above_lowest_ev": 0.000,
  "multiplicity": 1,
  "charge": -2,
  "gap_ev": 6.9
}

=====

{
  "formula": "C35H79N7O7P3",
  "method": "the ωB97M-V functional and the def2-TZVPD basis",
  "elements": ["P", "P", "P", "O", "O", "O", "O", "O", "O", "O", "N", "N", "N", "N", "N", "N", "N", "C", "C", "C", "C", "C", "C", "C", "C", "C", "C", "C", "C", "C", "C", "C", "C", "C", "C", "C", "C", "C", "C", "C", "C", "C", "C", "C", "C", "C", "C", "C", "C", "C", "C", "C", "H", "H", "H", "H", "H", "H", "H", "H", "H", "H", "H", "H", "H", "H", "H", "H", "H", "H", "H", "H", "H", "H", "H", "H", "H", "H", "H", "H", "H", "H", "H", "H", "H", "H", "H", "H", "H", "H", "H", "H", "H", "H", "H", "H", "H", "H", "H", "H", "H", "H", "H", "H", "H", "H", "H", "H", "H", "H", "H", "H", "H", "H", "H", "H", "H", "H", "H", "H", "H", "H", "H", "H", "H", "H", "H", "H", "H", "H", "H"],
  "coordinates": [[-2.0206, 1.3580, -6.5720], [2.1433, -2.5944, -1.6011], [2.7152, -4.9525, 3.7022], [0.3378, 1.5708, -1.1277], [1.4196, -3.6350, -2.3114], [2.6567, -1.4855, -2.6321], [-2.1306, 1.3467, -5.0790], [3.4262, -3.2399, -0.8847], [-0.0302, -3.9518, -0.0680], [1.9271, -4.1752, 2.6885], [1.7163, -4.6772, 5.0995], [1.2615, -0.5781, 0.2422], [4.0932, -5.1472, 4.6370], [-1.0941, 1.1965, -7.9636], [2.5604, -6.5402, 3.0993], [-2.9610, -0.0559, -6.9413], [-2.8577, 2.7964, -6.9614], [-2.3397, 4.0190, -6.3617], [4.1843, -5.4029, 6.0657], [1.1435, -3.3383, 5.1268], [-3.5586, 3.0674, -8.1973], [0.7125, -5.6559, 5.4928], [-1.6285, 2.5353, -2.0423], [0.0391, 2.1092, -8.1081], [0.0639, 5.0997, 0.4298], [0.1918, -2.6841, 0.3098], [3.0484, -6.7636, 1.7423], [-4.3669, 0.0628, -7.2973], [-3.0794, 4.0153, 3.7017], [-2.7860, -1.1214, -5.9575], [-2.4341, 2.8623, 2.9340], [1.6478, 1.1934, -1.4592], [-1.3773, 0.3961, -9.1426], [-1.0809, 6.0397, 0.8532], [-3.1589, 1.5271, 3.0772], [-0.5282, -0.9213, 1.7687], [-0.6351, 1.3750, -2.1602], [2.5208, 2.3096, 2.9935], [1.7492, 0.0844, 3.7392], [0.4735, -0.1033, 1.2168], [0.5933, 1.3013, 1.7355], [2.2609, 0.3289, -0.3353], [-1.4956, -0.4252, 2.8149], [1.2785, 1.4117, 3.1366], [5.3620, -5.2698, 3.9178], [2.6014, -7.7563, 3.8837], [-0.8867, 6.5889, 2.2944], [-2.0331, 5.1020, 4.0610], [-2.6160, 0.4346, 2.1468], [-0.6475, -2.2043, 1.3198], [1.1416, -1.8623, -0.2528], [-2.1170, 6.3877, 3.2035], [0.9889, 5.3474, 0.9520], [-1.7421, -1.2032, -5.6545], [2.2727, 3.2484, 2.4954], [-1.9831, -1.3154, 3.2119], [-0.0128, 6.0966, 2.7250], [4.1360, -6.9116, 1.7126], [0.3326, 2.5176, -7.1387], [0.9333, -0.5526, 4.0750], [5.6801, -6.3146, 3.8346], [1.1682, -6.5277, 5.9622], [2.9436, 2.5446, 3.9696], [0.7644, -4.4978, 0.0017], [1.7299, 0.7199, -2.4353], [5.2756, -4.8627, 2.9081], [1.8752, -2.5983, 4.8027], [3.2736, 1.7808, 2.4032], [-2.6241, 2.2538, -2.3739], [-2.1720, 7.2600, 3.8557], [0.2591, -3.2438, 4.4808], [-1.7033, 2.7384, -0.9684], [3.6216, -8.0748, 4.1450], [-3.0121, 6.3935, 2.5794], [-1.4116, 2.7128, 3.3008], [-0.4274, 1.6709, 1.7888], [-4.2606, 3.8873, -8.0343], [2.0230, -7.6813, 4.7975], [-3.1147, 4.7870, -6.3233], [0.6237, 1.9041, 3.8581], [2.4442, -0.4596, 3.0963], [-4.9323, 0.7013, -6.6061], [0.9123, 1.5914, -8.5087], [0.2426, 5.1486, -0.6451], [-2.0192, 3.8356, -5.3360], [5.2137, -5.2539, 6.3969], [-1.2720, 3.4435, -2.5225], [-2.3358, 3.1144, 1.8723], [-0.1860, 4.0568, 0.6415], [3.5728, -4.7216, 6.6471], [3.9046, -6.4319, 6.3072], [-4.8286, -0.9254, -7.2999], [-0.2165, 1.3845, -3.1656], [-0.6556, 7.6528, 2.2259], [2.1461, -8.5640, 3.3083], [2.2645, 2.1006, -1.5058], [3.8925, -2.6135, -0.3124], [-4.1575, 2.2270, -8.5288], [-1.1197, 6.8571, 0.1352], [3.1324, -0.2173, -0.6784], [-1.4837, 4.4245, -6.9193], [-4.4911, 0.4356, -8.3144], [-1.3994, -2.8815, 1.7023], [-4.1986, 1.6824, 2.7688], [-1.6511, -0.6232, -8.8926], [-3.4181, -0.2442, 1.8604], [-2.1695, 0.8416, -9.7510], [-1.0156, 4.7156, 3.9809], [0.0639, -5.2287, 6.2587], [2.8082, -5.9150, 1.1010], [-0.4810, 0.3328, -9.7631], [-0.1987, 2.9493, -8.7702], [-1.0149, 0.0973, 3.6386], [-2.1946, 0.8667, 1.2362], [-2.8935, 3.3649, -9.0226], [1.1096, 1.9619, 1.0542], [0.0824, -5.9835, 4.6556], [-3.3872, -0.9632, -5.0547], [2.6391, 0.9964, 0.4301], [-3.0692, -2.0767, -6.4047], [3.6015, -1.3197, -2.5100], [2.5739, -7.6427, 1.3029], [-3.5263, 3.6681, 4.6338], [-3.2010, 1.1847, 4.1131], [-1.2150, 0.4591, -2.0117], [-2.0273, 5.4966, 0.8446], [-2.1637, 5.3988, 5.1027], [0.8577, -3.0855, 6.1507], [-3.8414, 4.4881, 3.0827], [6.1522, -4.7075, 4.4171], [2.3063, 0.3234, 4.6491]],
  "forces_ev_per_angstrom": [[-5.280, -1.133, -1.750], [-0.265, -1.293, -0.971], [-3.908, -2.900, 2.857], [0.288, -0.420, -0.437], [-0.269, 0.104, 0.230], [0.382, 0.142, 0.884], [3.209, 0.502, -0.003], [0.053, 0.999, 0.066], [-0.110, -0.177, 0.409], [2.744, 1.346, -0.992], [-0.114, -0.325, -0.022], [0.215, -0.327, 0.220], [1.155, 1.596, -1.614], [2.034, 0.371, 1.471], [-0.287, 0.242, -0.557], [-0.218, 0.167, -0.135], [-0.047, 0.140, 0.600], [0.069, -0.048, 0.381], [-0.083, 0.289, 0.418], [0.115, 0.152, -0.087], [0.394, -0.061, -0.509], [0.048, -0.224, 0.041], [0.235, -0.322, 0.781], [-0.148, 0.226, -0.052], [-0.354, -0.113, -0.173], [-0.144, -0.537, 0.170], [-0.155, 0.247, -0.218], [-0.065, 0.132, -0.172], [0.971, 0.338, 0.078], [0.191, 0.003, 0.098], [0.171, -0.491, 0.406], [0.400, 0.474, 0.089], [-0.004, -0.492, -0.093], [0.607, -0.268, 0.511], [-0.765, 0.139, -1.017], [-0.107, -0.194, 0.398], [-1.284, 0.892, -0.248], [-0.350, -0.027, -0.029], [-0.047, 0.391, 0.658], [-0.194, 0.430, -0.014], [0.103, -0.168, 0.483], [0.001, 0.553, -0.246], [-0.495, -0.110, -0.667], [0.828, -0.027, -0.172], [-0.038, -0.264, -0.096], [0.545, -0.048, 0.353], [-0.392, 0.034, -0.580], [-0.563, 0.510, -0.138], [0.610, -0.213, 0.689], [0.059, 0.199, -0.338], [0.304, 0.464, -0.206], [0.813, 0.133, 0.020], [0.056, 0.038, -0.095], [-0.015, 0.021, 0.016], [0.047, 0.015, -0.008], [0.137, 0.069, 0.352], [-0.014, 0.110, 0.198], [-0.021, -0.109, -0.031], [-0.062, 0.036, 0.009], [0.040, -0.208, -0.291], [0.043, 0.022, 0.021], [-0.027, 0.014, -0.052], [0.077, -0.037, -0.016], [0.040, 0.039, -0.291], [-0.261, -0.253, 0.081], [-0.048, -0.054, -0.025], [-0.006, -0.022, -0.021], [0.131, 0.128, 0.026], [0.091, 0.083, -0.378], [-0.188, -0.063, 0.081], [0.032, 0.044, -0.015], [-0.126, 0.162, -0.027], [-0.011, 0.003, -0.011], [-0.089, 0.026, 0.106], [0.009, 0.177, 0.061], [0.045, 0.115, -0.004], [0.072, 0.046, 0.093], [0.115, 0.089, -0.004], [-0.048, -0.045, -0.080], [-0.260, -0.102, -0.152], [-0.183, -0.097, -0.146], [-0.044, -0.013, -0.044], [-0.029, -0.049, -0.005], [0.075, 0.003, 0.000], [0.000, -0.100, -0.029], [0.064, -0.034, -0.214], [-0.087, -0.026, -0.138], [-0.069, 0.023, -0.011], [0.090, -0.007, 0.146], [-0.146, -0.064, -0.081], [-0.051, 0.015, -0.014], [0.096, -0.047, 0.129], [0.289, -0.240, 0.101], [0.081, -0.006, 0.068], [0.028, 0.060, -0.110], [0.069, -0.051, -0.053], [0.125, -0.300, 0.208], [0.144, -0.025, -0.006], [-0.288, 0.054, 0.064], [-0.123, -0.160, -0.069], [-0.077, 0.091, -0.038], [-0.011, 0.011, 0.056], [0.045, -0.022, 0.077], [-0.045, 0.083, 0.197], [-0.145, 0.063, 0.088], [0.023, 0.021, -0.160], [-0.033, -0.017, 0.037], [-0.042, -0.190, 0.062], [0.014, 0.148, -0.070], [0.023, 0.051, 0.087], [0.071, 0.186, 0.100], [0.046, -0.017, -0.024], [0.058, 0.132, -0.099], [-0.333, 0.149, -0.101], [-0.011, 0.005, 0.012], [-0.157, -0.008, -0.127], [-0.017, -0.035, 0.047], [0.043, -0.002, 0.021], [-0.142, -0.231, 0.249], [-0.058, 0.045, -0.065], [0.019, 0.102, -0.382], [-0.017, -0.036, 0.095], [-0.174, -0.219, -0.149], [0.150, 0.035, 0.035], [0.444, -0.280, 0.071], [-0.040, 0.052, -0.362], [-0.015, -0.121, 0.033], [-0.020, -0.093, 0.018], [-0.277, -0.194, 0.158], [-0.036, 0.017, 0.043], [0.053, -0.038, -0.022]],
  "lowdin_charge": [0.654, 0.478, 0.653, -0.167, -0.201, -0.106, -0.289, -0.094, 0.083, -0.302, -0.323, 0.050, -0.315, -0.316, -0.301, -0.328, -0.302, -0.130, -0.094, -0.151, -0.120, -0.124, -0.061, -0.120, -0.108, -0.276, -0.124, -0.130, -0.181, -0.146, -0.219, -0.165, -0.099, -0.231, -0.195, -0.124, -0.232, -0.063, -0.069, -0.108, -0.079, -0.071, -0.116, -0.363, -0.115, -0.114, -0.205, -0.184, -0.162, 0.118, -0.079, -0.197, 0.065, 0.072, 0.078, 0.121, 0.090, 0.077, 0.075, 0.059, 0.086, 0.059, 0.087, 0.117, 0.111, 0.073, 0.056, 0.076, 0.075, 0.102, 0.075, 0.058, 0.086, 0.101, 0.087, 0.088, 0.088, 0.047, 0.082, 0.125, 0.091, 0.091, 0.081, 0.066, 0.062, 0.085, 0.075, 0.109, 0.040, 0.078, 0.082, 0.082, 0.104, 0.104, 0.090, 0.139, 0.087, 0.046, 0.101, 0.109, 0.075, 0.057, 0.154, 0.118, 0.078, 0.118, 0.081, 0.091, 0.084, 0.058, 0.083, 0.083, 0.108, 0.101, 0.084, 0.090, 0.092, 0.079, 0.109, 0.082, 0.096, 0.085, 0.110, 0.121, 0.122, 0.091, 0.104, 0.088, 0.109, 0.083, 0.092],
  "energy_ev": -90201.5112,
  "e_lumo_ev": -3.2,
  "multiplicity": 1,
  "charge": 1,
  "gap_ev": 6.6
}